# 1
{"formula": "C20H40N4O8S", "method": "ωB97M-V with the def2-TZVPD basis set", "e_homo_ev": -9.38, "fmax_ev_per_a": 0.49, "homo_lumo_gap_ev": 9.467, "elements": ["C", "H", "C", "C", "O", "H", "H", "H", "C", "H", "C", "C", "H", "H", "H", "C", "O", "H", "H", "O", "O", "C", "H", "C", "H", "C", "H", "C", "C", "N", "C", "H", "H", "C", "C", "H", "C", "H", "C", "H", "N", "C", "C", "N", "H", "H", "H", "H", "H", "H", "H", "H", "H", "O", "H", "H", "O", "O", "H", "C", "O", "H", "H", "H", "S", "H", "H", "H", "H", "N", "H", "H", "H"], "coordinates": [[-1.827, -1.032, 0.838], [-2.022, -2.491, 4.551], [5.583, 2.030, -3.225], [4.134, 2.310, -3.643], [-2.909, -0.294, -1.287], [-1.085, -0.513, 1.456], [-0.759, -0.569, -2.440], [-4.662, 0.690, 3.128], [3.203, 2.507, -2.447], [-0.463, -1.954, -1.439], [-5.161, -2.224, 1.867], [2.775, 1.187, -1.780], [4.115, 3.201, -4.275], [-3.065, 1.286, 3.587], [-5.486, 0.489, 1.065], [6.415, 3.297, -3.169], [6.742, 3.759, -4.495], [0.733, 0.137, 0.029], [-0.381, -2.574, 0.568], [-5.999, -1.435, 2.717], [8.384, 2.403, -5.226], [-4.467, -1.279, 0.870], [5.602, 1.569, -2.232], [8.030, 3.498, -4.897], [-2.129, -5.123, 2.042], [-1.665, -0.371, -0.549], [8.359, 5.628, -4.983], [-1.529, -3.251, 2.191], [-3.735, 0.417, 3.631], [-3.133, -0.723, 2.925], [-0.515, -0.869, -1.420], [-6.271, -0.643, 0.165], [-3.118, 0.166, 5.696], [0.821, -0.241, -0.996], [1.275, 0.919, -1.883], [-3.286, 0.467, 1.213], [-1.436, -2.519, 0.855], [-2.522, -3.132, 2.625], [-4.017, 0.072, 5.087], [-1.983, -3.086, 0.106], [-1.021, -2.343, 4.504], [-0.481, -2.760, 3.201], [-3.176, -0.598, 1.463], [-6.635, -2.259, 3.655], [1.603, -1.003, -0.978], [0.093, -1.934, 2.767], [1.013, 0.712, -2.925], [3.070, 1.170, -0.728], [-5.757, -2.933, 1.291], [-4.445, -2.767, 2.476], [3.765, 1.497, -4.273], [2.318, 3.061, -2.770], [9.440, 4.732, -3.906], [-1.303, -4.646, 1.944], [-1.460, 0.683, -0.342], [-4.389, -0.948, 5.166], [-4.177, -2.157, -0.221], [-2.922, -2.597, -2.227], [3.300, 0.363, -2.273], [8.927, 4.710, -4.869], [-7.240, -1.620, 4.420], [3.707, 3.149, -1.718], [0.738, 1.833, -1.607], [-0.600, -2.865, 5.259], [-3.778, -1.556, -1.711], [6.063, 1.337, -3.915], [9.678, 4.625, -5.650], [0.216, -3.588, 3.332], [-2.158, -0.749, 3.204], [-5.362, -0.251, 0.388], [7.331, 3.142, -2.592], [5.860, 4.109, -2.695], [-4.768, 0.741, 5.507]], "lowdin_charge": [-0.180, 0.051, -0.173, -0.207, -0.305, 0.141, 0.120, 0.096, -0.209, 0.104, -0.111, -0.215, 0.110, 0.118, 0.085, -0.177, -0.047, 0.112, 0.126, -0.109, 0.133, -0.483, 0.118, -0.526, 0.090, -0.288, 0.083, -0.358, -0.259, -0.025, -0.146, 0.101, 0.070, -0.190, -0.217, 0.145, -0.097, 0.108, -0.086, 0.111, 0.003, -0.207, -0.197, -0.025, 0.116, 0.103, 0.118, 0.112, 0.134, 0.103, 0.112, 0.105, 0.093, -0.023, 0.152, 0.059, -0.286, -0.380, 0.112, 0.019, 0.066, 0.107, 0.115, 0.065, 0.960, 0.115, 0.086, 0.119, 0.086, 0.116, 0.129, 0.126, 0.073]}

---

# 2
{"formula": "C4H6F2SSi2", "method": "ωB97M-V with the def2-TZVPD basis set", "e_homo_ev": [-8.81, -8.31], "fmax_ev_per_a": 3.04, "homo_lumo_gap_ev": [7.703, 6.921], "elements": ["H", "Si", "H", "C", "F", "H", "H", "C", "C", "Si", "H", "F", "H", "C", "S"], "coordinates": [[0.598, -2.372, -0.305], [3.279, 0.139, -2.558], [3.195, 0.058, -3.940], [0.187, -1.377, -0.083], [3.892, 1.614, -2.466], [3.691, -0.897, -1.622], [-2.978, 2.476, 1.432], [-0.871, -1.100, 0.828], [-1.271, 0.229, 0.847], [-2.720, 0.974, 1.843], [-3.608, -0.187, 2.062], [-2.282, 1.194, 3.424], [-1.352, -1.710, 1.560], [0.564, -0.241, -0.761], [-0.324, 1.200, -0.260]], "lowdin_charge": [0.092, 0.769, -0.097, -0.257, -0.267, -0.090, -0.004, -0.230, -0.693, 0.586, -0.025, -0.291, 0.086, -0.417, 0.837]}